The following is a DFT calculation (ωB97M-V/def2-TZVPD) of a molecular structure, C25H31MnN3OP2 in a non-equilibrium geometry.

Properties
⟨S²⟩: 3.956
Spin multiplicity: 4
Gap between HOMO and LUMO (alpha / beta): 7.31 / 4.72 eV
Lowest unoccupied orbital energy (alpha / beta): -6.95 / -9.40 eV
Max |F|: 0.0515 hartree/bohr
Total charge: +2
DFT total energy: -3043.8569 hartree

Each line ends with the Löwdin charge.
Element x y z (Å)
C (-2.34837, -0.92953, -4.26201)  0.0186
C (-1.87945, -0.06763, -3.28312)  -0.1843
C (-2.74817, 0.26753, -2.18314)  -0.1737
C (-4.06339, -0.33440, -2.09105)  -0.1057
C (-4.49674, -1.21180, -3.13458)  0.0373
C (-3.65905, -1.49049, -4.19556)  0.0027
C (-4.83616, -0.02763, -0.95622)  0.1223
C (-4.32376, 0.81052, 0.05084)  -0.1069
C (-3.00419, 1.37138, -0.15848)  -0.1751
C (-2.40944, 2.21154, 0.85011)  -0.1863
C (-3.12742, 2.47064, 2.00695)  0.0196
C (-4.43461, 1.93420, 2.20795)  -0.0009
C (-5.02361, 1.12337, 1.25872)  0.0337
H (-1.69769, -1.19680, -5.10227)  0.1349
H (-5.49242, -1.66418, -3.07038)  0.1391
H (-3.99017, -2.16350, -4.99346)  0.1326
H (-5.83761, -0.46018, -0.84712)  0.1515
H (-2.68396, 3.09904, 2.78769)  0.1345
H (-4.96772, 2.16761, 3.13543)  0.1317
H (-6.02102, 0.70027, 1.42092)  0.1384
N (-2.27621, 1.11692, -1.25718)  0.1776
Mn (0.26408, -0.85876, 0.17862)  0.1686
C (-0.47750, 0.46829, -3.26009)  -0.2522
H (-0.46792, 1.49247, -2.85372)  0.0927
H (-0.03124, 0.45960, -4.27011)  0.1096
C (-1.01179, 2.69440, 0.61291)  -0.2580
H (-0.87885, 2.95130, -0.45054)  0.0940
H (-0.77601, 3.57197, 1.24040)  0.1073
P (0.65972, -0.54917, -2.14916)  0.8339
P (0.29235, 1.37208, 0.98392)  0.8615
C (0.28663, 1.47130, 2.83795)  -0.2387
H (1.11550, 0.85962, 3.23157)  0.0263
H (0.38768, 2.50979, 3.20180)  0.0679
H (-0.65806, 1.03992, 3.20849)  0.0539
C (1.80600, 2.39086, 0.60153)  -0.2280
H (1.81183, 3.34652, 1.15590)  0.0663
H (2.70963, 1.81510, 0.86504)  0.0405
H (1.83415, 2.60356, -0.48052)  0.0361
C (0.71019, -2.13414, -3.10049)  -0.2587
H (0.91888, -1.96746, -4.17287)  0.0631
H (1.48876, -2.77747, -2.65990)  0.0517
H (-0.25964, -2.64266, -2.97960)  0.0478
C (2.29662, 0.19520, -2.62798)  -0.2273
H (3.10622, -0.35370, -2.11738)  0.0310
H (2.46137, 0.14849, -3.71921)  0.0680
H (2.33100, 1.24693, -2.30020)  0.0374
H (-1.26294, -0.85558, -0.11555)  -0.0310
H (0.30133, -2.43326, -0.30671)  -0.0104
N (6.42453, -2.15099, 3.68080)  0.1781
C (5.12275, -1.99840, 4.02796)  -0.4820
O (4.80147, -2.21962, 5.18781)  0.0788
C (4.06588, -1.60261, 3.04293)  -0.0738
C (4.33827, -1.28085, 1.69764)  0.0437
C (3.28676, -0.97373, 0.81900)  -0.0723
N (1.99754, -0.94693, 1.25648)  -0.1029
C (1.72233, -1.28612, 2.54529)  -0.1265
C (2.72802, -1.59433, 3.45488)  0.0472
H (7.11268, -2.44447, 4.39011)  0.1460
H (6.76331, -2.00508, 2.72299)  0.1083
H (5.34018, -1.28992, 1.29869)  0.1152
H (3.52253, -0.79111, -0.19543)  0.0826
H (0.68956, -1.34714, 2.86587)  0.1243
H (2.44737, -1.86081, 4.46684)  0.1386

Cartesian forces, eV/Å:
-0.710 -0.458 -0.148
-0.063 0.281 0.674
-0.377 -0.270 -0.175
0.463 0.020 -0.389
-0.153 0.409 0.801
0.900 0.156 -0.375
-0.156 -0.119 -0.005
0.392 0.412 0.326
-0.462 -0.054 0.269
0.020 -0.437 -0.559
-0.700 -0.205 0.293
0.774 0.475 0.207
0.051 -0.435 -0.795
-0.301 0.116 0.316
0.391 0.194 -0.067
0.142 0.299 0.344
0.365 0.137 -0.029
-0.218 -0.231 -0.317
0.223 -0.091 -0.404
0.384 0.213 -0.055
-0.445 -0.190 0.001
0.286 -0.846 -1.392
0.004 0.060 0.153
-0.005 -0.355 -0.235
-0.144 -0.031 0.432
0.167 -0.098 -0.022
-0.055 -0.024 0.431
-0.082 -0.384 -0.258
0.331 -0.284 -0.945
-0.170 1.967 0.825
-0.032 -0.195 -0.109
-0.369 0.513 -0.053
-0.023 -0.466 -0.244
0.307 0.178 -0.042
-0.081 -0.367 -0.170
-0.101 -0.486 -0.205
-0.340 0.275 -0.080
0.011 -0.029 0.420
-0.130 0.065 0.345
-0.058 0.027 0.503
-0.312 0.210 -0.198
0.381 0.107 -0.046
-0.169 0.053 0.379
-0.319 0.225 -0.364
-0.158 -0.048 0.504
0.046 -0.375 -0.156
0.034 -0.033 -0.060
-0.131 0.896 0.445
0.505 0.281 -1.452
0.848 -0.763 2.229
-0.555 0.320 -0.675
-0.204 0.360 -1.354
-0.975 -0.035 0.188
-0.196 -0.499 2.591
0.915 -0.786 0.081
1.555 -0.126 -0.509
-0.161 -0.083 -0.235
-0.900 0.297 -0.561
-0.211 -0.176 0.949
0.081 0.009 0.001
-0.236 0.316 -0.823
-0.142 0.124 -0.196
0.272 -0.013 -0.007

The following is a DFT calculation (ωB97M-V/def2-TZVPD) of C25H31N3O3 in the gas phase.

Properties
Gap between HOMO and LUMO: 9.08 eV
Lowest unoccupied orbital energy: 0.70 eV
Max |F|: 0.0104 hartree/bohr
Structure (SMILES): CC1CCN(C(=O)C[C@H]2C(=O)NCCN2Cc2cccc(Oc3ccccc3)c2)CC1
Total charge: 0
DFT total energy: -1361.2766 hartree

Each line ends with the Löwdin charge.
Element x y z (Å)
C (8.19607, 2.06095, 0.27002)  -0.0755
H (8.11907, 2.01552, 1.35425)  0.0798
H (8.53114, 3.05762, -0.00794)  0.0754
H (8.94734, 1.34290, -0.05070)  0.0754
C (6.84847, 1.74988, -0.37346)  -0.3952
C (5.78421, 2.76063, 0.05851)  -0.1438
C (4.42754, 2.40270, -0.54570)  -0.1374
N (4.04606, 1.05515, -0.16978)  -0.0517
C (3.03335, 0.88270, 0.70572)  -0.4614
O (2.37454, 1.82060, 1.12564)  0.0408
C (2.71023, -0.54226, 1.11971)  -0.0216
C (2.03914, -1.35942, -0.02475)  -0.2028
N (0.59744, -1.30801, -0.06635)  -0.1288
C (-0.01660, -2.11566, 0.96333)  -0.1567
H (0.35920, -1.88592, 1.97434)  0.1282
H (-1.09345, -1.94201, 0.94983)  0.1272
C (0.27250, -3.57356, 0.62555)  -0.1505
N (1.69489, -3.74512, 0.44648)  0.0951
C (2.56351, -2.78818, 0.08280)  -0.4484
O (3.74239, -3.03473, -0.10310)  0.0455
H (2.06690, -4.68447, 0.47639)  0.1520
H (-0.25802, -3.84094, -0.29704)  0.1214
H (-0.06696, -4.23287, 1.42909)  0.1216
C (0.04229, 0.03131, -0.18238)  -0.1285
C (-1.38396, -0.03697, -0.65698)  -0.2121
C (-2.37232, 0.71405, -0.04356)  0.0518
C (-3.68826, 0.65014, -0.49164)  -0.2514
C (-4.01622, -0.16844, -1.56628)  -0.0233
C (-3.02727, -0.92498, -2.17008)  -0.0658
C (-1.72123, -0.86523, -1.72201)  -0.0453
H (-0.95016, -1.45657, -2.19042)  0.1117
H (-3.28370, -1.55975, -3.00551)  0.1053
H (-5.03280, -0.20201, -1.92969)  0.1200
O (-4.59235, 1.47576, 0.12330)  0.0382
C (-5.90193, 1.09809, 0.25681)  -0.2625
C (-6.85412, 2.11310, 0.26340)  -0.0050
C (-8.18699, 1.80761, 0.46016)  -0.0850
C (-8.58291, 0.49384, 0.64970)  -0.1005
C (-7.63343, -0.51346, 0.65543)  -0.0822
C (-6.29564, -0.21982, 0.46460)  -0.0258
H (-5.55442, -1.00574, 0.48511)  0.1187
H (-7.93273, -1.53886, 0.81555)  0.1038
H (-9.62543, 0.25666, 0.79797)  0.0986
H (-8.92081, 2.59977, 0.46171)  0.1033
H (-6.52826, 3.13098, 0.11647)  0.1180
H (-2.13730, 1.36703, 0.78309)  0.1292
H (0.63727, 0.56870, -0.92755)  0.1426
H (0.10066, 0.59966, 0.75620)  0.1246
H (2.40302, -0.97076, -0.98474)  0.1605
H (3.61457, -1.05250, 1.45134)  0.1224
H (2.02522, -0.48064, 1.96708)  0.1213
C (4.99787, 0.06226, -0.61943)  -0.1406
H (4.67746, -0.94840, -0.37443)  0.0930
C (6.37207, 0.34317, -0.00657)  -0.1392
H (7.08229, -0.40414, -0.36270)  0.1205
H (6.30416, 0.25594, 1.08013)  0.1258
H (5.06986, 0.13805, -1.71181)  0.1344
H (3.65205, 3.07993, -0.18450)  0.1192
H (4.47682, 2.46005, -1.63921)  0.1295
H (6.06655, 3.76673, -0.25549)  0.1182
H (5.69865, 2.75594, 1.14716)  0.1270
H (6.95946, 1.80530, -1.46311)  0.1412

Cartesian forces, eV/Å:
-0.208 -0.052 -0.246
0.008 -0.002 0.148
0.093 0.115 0.009
0.139 -0.058 0.006
0.103 0.025 0.441
-0.046 -0.184 -0.391
-0.127 0.480 0.195
0.169 0.231 -0.332
-0.195 -0.309 0.207
-0.205 0.189 0.213
-0.071 0.042 -0.031
0.403 0.080 0.010
-0.126 -0.013 -0.028
-0.002 -0.401 -0.073
-0.060 0.029 -0.024
0.051 -0.047 0.048
-0.446 0.259 0.057
-0.106 -0.470 0.128
-0.016 0.071 -0.098
0.310 0.062 -0.104
0.103 0.169 -0.042
-0.033 0.042 0.138
0.025 0.061 -0.051
0.014 -0.007 0.028
-0.159 -0.005 -0.079
-0.221 0.051 0.002
0.305 -0.270 -0.295
-0.215 0.245 0.133
0.070 -0.001 0.006
0.033 0.015 -0.022
0.083 -0.087 -0.051
-0.021 -0.046 -0.074
-0.050 -0.015 -0.009
0.078 0.172 0.073
-0.510 -0.094 0.104
0.356 -0.060 -0.073
-0.041 -0.048 0.003
-0.138 -0.031 0.023
-0.059 0.019 -0.003
0.303 0.074 0.022
0.021 -0.033 -0.008
-0.017 -0.077 0.015
-0.086 -0.017 0.013
-0.049 0.070 0.000
0.046 0.108 -0.023
0.033 0.073 0.134
0.047 0.053 0.088
0.054 0.025 -0.087
0.041 -0.142 0.123
-0.013 0.001 -0.013
0.090 0.061 -0.042
0.280 -0.369 0.206
-0.064 0.062 -0.077
-0.106 0.118 -0.422
0.062 -0.058 0.026
0.014 -0.044 0.093
-0.020 -0.076 0.032
0.101 -0.086 -0.152
-0.009 0.008 0.026
0.023 0.069 0.033
0.002 0.038 0.086
-0.042 -0.016 -0.021

The following is a DFT calculation (ωB97M-V/def2-TZVPD) of a molecular structure, C25H31N3O6P2S in a non-equilibrium geometry.

Properties
Gap between HOMO and LUMO: 6.69 eV
Lowest unoccupied orbital energy: -1.14 eV
Max |F|: 0.0613 hartree/bohr
Total charge: 0
DFT total energy: -2667.6091 hartree

Each line ends with the Löwdin charge.
Element x y z (Å)
C (2.88621, 2.56066, -4.46086)  -0.0180
C (2.21321, 1.42327, -4.16960)  -0.1313
C (0.95492, 1.31037, -3.29890)  -0.1010
C (-0.13626, 0.45965, -3.82292)  -0.1154
N (0.06935, -0.18427, -5.13631)  0.0578
C (-1.21049, -0.50771, -5.77319)  -0.4272
C (-1.94453, -1.88150, -5.57155)  -0.0046
O (-1.76523, 0.30593, -6.46358)  0.1211
C (0.80017, -1.44009, -4.83780)  -0.4345
C (1.94673, -1.95574, -5.79784)  0.0076
O (0.58085, -2.11169, -3.86071)  0.1041
C (-1.36554, 0.24281, -3.06238)  0.0870
C (-1.48881, 0.89402, -1.76929)  -0.0362
C (-0.41841, 1.76035, -1.24652)  -0.0524
C (0.81193, 1.98119, -2.00382)  -0.1875
P (2.11217, 3.06756, -1.22669)  0.7594
N (2.57621, 2.33595, 0.12551)  -0.3255
C (-0.68101, 2.38047, 0.17023)  -0.3361
O (-0.34430, 3.49718, 0.47163)  0.0540
C (-1.45828, 1.43378, 1.14568)  -0.2253
P (-0.92591, 1.47135, 2.94230)  0.4080
S (-2.41090, 1.82892, 4.17599)  0.1736
C (-2.44473, 0.61491, 0.66565)  -0.1288
C (-3.23822, -0.39360, 1.55268)  -0.1470
C (-2.26733, -1.61500, 1.88491)  -0.1812
C (-1.81678, -2.41609, 0.59804)  -0.1285
C (-0.24984, -2.71108, 0.55680)  -0.1619
O (0.04656, -4.12484, 0.73572)  -0.0899
C (0.40462, -4.71437, -0.48858)  -0.3150
O (1.43564, -4.49960, -1.04609)  0.1013
C (-2.75426, 0.67360, -0.87202)  -0.2848
O (-3.87258, 0.58620, -1.30761)  0.1282
H (2.49745, 3.58693, -4.27701)  0.0727
H (3.91031, 2.43897, -4.89892)  0.0781
H (2.62879, 0.45903, -4.56290)  0.0991
H (-1.51584, -2.70135, -6.21278)  0.0975
H (-1.86649, -2.24982, -4.50886)  0.0771
H (-3.03260, -1.80265, -5.81100)  0.0958
H (1.72524, -3.01060, -6.08462)  0.0897
H (2.03964, -1.25910, -6.66502)  0.0842
H (2.88151, -1.94411, -5.17163)  0.0946
H (-2.21144, -0.39036, -3.40017)  0.1207
H (1.56203, 4.35247, -0.90434)  0.0225
H (3.27381, 3.22303, -2.02603)  -0.0034
H (2.36887, 2.95780, 0.91558)  -0.0516
H (-0.23585, 0.25352, 3.23437)  0.0016
H (0.02846, 2.51532, 3.03386)  0.0059
H (-4.04652, -0.82815, 0.90681)  0.1174
H (-3.67359, 0.06694, 2.47053)  0.0646
H (-1.33795, -1.28423, 2.41391)  0.0618
H (-2.82990, -2.28270, 2.59739)  0.1198
H (-2.31962, -3.42232, 0.64440)  0.1215
H (-2.06936, -1.86256, -0.34307)  0.1015
H (0.20988, -2.34913, -0.40313)  0.1225
H (0.30072, -2.17403, 1.37765)  0.1260
H (-0.37344, -5.39734, -0.93091)  0.1532
C (2.45041, 1.85387, 7.80848)  -0.1103
C (1.18756, 1.13724, 8.27480)  -0.2628
C (0.66989, 0.11745, 7.25625)  -0.1586
C (0.33417, 0.79784, 5.98075)  -0.1460
N (0.06737, 1.32279, 4.99428)  -0.0521
H (2.27103, 2.43627, 6.90229)  0.0712
H (2.79833, 2.54748, 8.57583)  0.0732
H (3.25377, 1.14089, 7.60562)  0.0778
H (0.41255, 1.88045, 8.47963)  0.1144
H (1.39656, 0.62357, 9.21622)  0.1087
H (-0.22483, -0.37732, 7.64008)  0.1203
H (1.42389, -0.64869, 7.06279)  0.1213

Cartesian forces, eV/Å:
0.048 -0.864 -0.007
-0.101 0.355 0.428
-1.327 -0.261 -0.261
-0.755 1.029 1.768
-0.110 -1.164 1.537
-1.698 -0.361 -0.897
0.462 -0.679 0.746
0.740 0.020 0.542
1.316 -1.741 -0.263
-0.726 1.183 0.392
-0.206 0.852 -0.311
1.697 1.605 0.984
1.438 0.474 -0.390
-0.415 -1.029 -0.894
-1.607 -0.622 -1.613
0.475 -1.205 2.873
-0.477 0.911 -0.491
-0.588 -1.291 -0.522
-0.019 -0.478 -0.025
0.182 -0.241 -0.785
-0.691 0.664 -0.049
-1.069 -0.006 -0.730
0.372 0.360 0.259
0.700 -0.630 -1.199
-0.363 0.139 0.128
0.675 -0.405 0.569
0.050 0.939 0.202
-0.196 -0.171 -1.672
-0.213 0.119 0.335
-0.358 -0.018 0.256
1.260 0.467 0.652
0.500 -0.314 -0.006
0.390 -0.980 0.044
-1.226 0.410 0.105
-0.346 0.977 0.659
-0.213 0.889 0.520
0.123 0.381 -1.081
1.067 0.357 -0.031
0.154 0.924 0.150
0.101 -0.801 0.538
-0.870 -0.034 -0.700
0.817 0.597 0.130
0.141 -0.458 -1.079
-0.932 0.095 -0.487
0.147 -0.450 -0.226
-0.255 0.528 -1.145
-0.143 -0.604 -0.797
0.470 0.556 0.661
0.538 -0.217 -0.781
-0.950 -0.107 -0.334
0.655 0.556 -0.720
0.381 1.049 -0.492
-0.049 -0.600 0.793
-0.465 -0.399 0.816
-0.665 -0.492 -0.682
0.451 0.368 0.716
0.028 0.028 0.027
0.227 0.260 0.112
-0.229 0.458 -0.246
0.185 -0.450 0.371
1.687 -0.256 1.971
-0.004 -0.072 0.005
0.012 -0.057 -0.031
-0.019 0.053 -0.007
-0.042 -0.131 -0.015
-0.108 -0.072 -0.074
-0.007 0.007 -0.149
-0.041 0.053 -0.098